1.
{"formula": "C22H13BCl2F4MoN4O3STe", "method": "ωB97M-V/def2-TZVPD", "species": ["Te", "Mo", "Cl", "Cl", "S", "F", "F", "F", "F", "O", "O", "O", "N", "N", "N", "N", "C", "C", "C", "C", "C", "C", "C", "C", "C", "C", "C", "C", "C", "C", "C", "C", "C", "C", "C", "C", "C", "C", "B", "H", "H", "H", "H", "H", "H", "H", "H", "H", "H", "H", "H", "H"], "positions_angstrom": [[4.90452, 3.06406, -0.11038], [-0.03162, 0.04647, 1.27472], [-4.89304, -4.83087, 1.88580], [-6.53939, -2.11223, 2.14917], [6.50784, 1.17582, -2.36510], [-0.35600, 0.00049, -1.14188], [-1.94155, 1.45128, -1.97064], [-2.43397, -0.78700, -1.75560], [-0.94366, -0.08572, -3.36428], [0.55797, 0.25487, 2.81914], [-0.14163, -4.03370, 0.40700], [-3.73048, 1.95223, 1.17196], [-0.72532, -1.87638, 1.03076], [1.67613, -0.96725, 0.28554], [-0.22909, 2.13243, 0.55566], [-2.06683, 0.33477, 1.24276], [-1.85564, 3.85270, 0.29759], [2.83501, -0.45820, -0.12641], [4.04063, 1.58738, -2.76005], [-2.09501, -2.04183, 1.30066], [5.78651, 0.39873, -3.72238], [1.43636, -2.28121, 0.11560], [2.36300, -3.11745, -0.47144], [5.03187, 1.92888, -1.87689], [-2.74928, -3.25444, 1.44006], [0.43193, 4.27091, -0.24800], [-1.49809, 2.56217, 0.63543], [-2.82804, -0.83034, 1.42052], [-0.87373, 4.72051, -0.14832], [-2.57254, 1.57005, 1.05790], [3.81832, -1.23706, -0.72145], [0.71387, 2.96446, 0.11244], [-4.18907, -0.87643, 1.67390], [4.46560, 0.71720, -3.80496], [-4.11499, -3.28037, 1.70317], [-4.82685, -2.10386, 1.81806], [0.08536, -2.83631, 0.54606], [3.57421, -2.58541, -0.89511], [-1.45526, 0.14244, -2.09050], [1.24014, 4.89703, -0.59997], [3.80340, 0.33899, -4.57254], [-4.74983, 0.04118, 1.74540], [6.36078, -0.23402, -4.38126], [-2.19917, -4.17461, 1.33031], [2.99154, 0.60621, 0.01207], [3.02057, 1.93073, -2.65112], [4.31479, -3.21907, -1.36786], [1.72611, 2.58791, 0.02488], [-2.89776, 4.12676, 0.37509], [4.73419, -0.76230, -1.04603], [2.10113, -4.15929, -0.58847], [-1.12769, 5.73569, -0.42874]], "forces_ev_per_a": [[0.0, 0.1, 0.0], [0.0, 0.0, 0.0], [0.0, 0.0, 0.0], [0.0, 0.0, 0.0], [0.0, 0.0, 0.0], [0.0, 0.0, 0.0], [0.0, 0.0, 0.0], [0.0, 0.0, 0.0], [0.0, 0.0, 0.0], [0.0, 0.0, 0.0], [0.0, 0.0, 0.0], [0.0, 0.0, 0.0], [0.0, 0.0, 0.0], [0.0, 0.0, 0.0], [0.0, 0.0, 0.0], [0.0, 0.0, 0.0], [0.0, 0.0, 0.0], [0.0, 0.0, -0.1], [0.0, -0.1, 0.0], [0.0, 0.0, 0.0], [0.0, 0.0, 0.0], [0.0, 0.1, 0.0], [0.0, 0.0, 0.0], [0.0, 0.0, 0.0], [0.0, 0.0, 0.0], [0.0, 0.0, 0.0], [0.0, 0.0, 0.0], [0.0, 0.0, 0.0], [0.0, 0.0, 0.0], [0.0, 0.0, -0.1], [0.0, 0.1, 0.0], [0.0, 0.0, -0.1], [0.0, 0.0, 0.0], [0.0, 0.0, 0.0], [0.0, 0.0, 0.0], [0.0, 0.0, 0.0], [0.0, 0.0, 0.0], [0.0, 0.0, 0.0], [0.0, 0.0, 0.0], [0.0, 0.0, 0.0], [0.0, 0.0, 0.0], [0.0, 0.0, 0.0], [0.0, 0.0, 0.0], [0.0, 0.0, 0.0], [0.0, 0.0, 0.1], [0.0, 0.0, 0.0], [0.0, 0.0, 0.0], [0.0, 0.0, 0.1], [0.0, 0.0, 0.0], [0.0, 0.0, 0.0], [0.0, 0.0, 0.0], [0.0, 0.0, 0.0]], "orbital_gap_ev": 5.8, "charge": -2, "e_lumo_ha": 0.150, "e_homo_ev": -1.73, "e_tot_ev": -91716.879}

2.
{"formula": "C22H13IN3O2Pt", "method": "ωB97M-V/def2-TZVPD", "species": ["Pt", "I", "O", "O", "N", "N", "N", "C", "C", "C", "C", "C", "C", "C", "C", "C", "C", "C", "C", "C", "C", "C", "C", "C", "C", "C", "C", "C", "C", "H", "H", "H", "H", "H", "H", "H", "H", "H", "H", "H", "H", "H"], "positions_angstrom": [[-0.43210, 0.07397, -0.19767], [-0.26091, 2.24256, -1.53272], [3.39465, -6.61247, -1.18035], [1.29515, -6.88416, -1.60858], [2.24674, -6.23746, -1.22554], [1.11139, -1.18634, 0.94349], [-0.04389, -1.87652, -1.42348], [-3.38400, 2.27564, 2.79953], [-1.99565, 2.48462, 0.80505], [1.96589, -4.88706, -0.70933], [-3.36867, 4.37370, 1.47519], [2.67759, -1.57728, 2.70298], [0.34135, -4.37234, -2.58293], [-1.97973, 0.44662, 2.08468], [0.78728, -2.77297, -0.84284], [2.97902, -2.81740, 2.19249], [1.72729, -0.79070, 2.04078], [-0.52625, -3.46124, -3.13301], [2.34731, -3.24787, 1.01108], [-2.92257, 3.05304, 1.71009], [1.02349, -4.04366, -1.39409], [-2.93269, 5.09603, 0.39790], [-1.59748, 3.26186, -0.29622], [1.41975, -2.38766, 0.40945], [-1.53138, 1.15496, 0.99653], [-0.69444, -2.21675, -2.51789], [-2.02532, 4.53636, -0.52488], [2.62028, -4.51833, 0.41442], [-2.93349, 0.99928, 2.97111], [3.14494, -1.20509, 3.60213], [-1.36028, -1.47148, -2.93386], [1.45241, 0.18551, 2.42120], [3.34373, -5.18572, 0.86094], [-3.28993, 6.10263, 0.23636], [-1.59944, -0.55381, 2.27738], [-1.69453, 5.10553, -1.38122], [3.69958, -3.45984, 2.68010], [-4.07834, 4.80673, 2.16639], [0.48745, -5.33638, -3.04404], [-3.27824, 0.40421, 3.80468], [-1.07207, -3.68438, -4.03666], [-4.09538, 2.70618, 3.49086]], "forces_ev_per_a": [[0.4, -0.9, -0.9], [-0.2, 0.0, -0.4], [0.0, -0.1, -0.1], [-0.1, -0.1, -0.1], [0.1, 0.0, 0.2], [-0.9, 0.1, 0.1], [0.4, 0.6, 0.3], [0.0, -0.1, 0.0], [0.0, 0.0, -0.2], [0.2, 0.1, 0.3], [0.0, 0.1, -0.1], [0.0, -0.2, -0.2], [-0.1, 0.1, -0.1], [0.0, 0.1, 0.0], [0.0, 0.0, 0.3], [-0.1, 0.2, 0.0], [0.0, 0.0, 0.2], [0.1, 0.0, 0.1], [0.0, 0.2, 0.0], [0.0, 0.0, 0.0], [-0.1, 0.2, 0.1], [-0.1, 0.0, 0.1], [0.0, 0.1, 0.1], [0.1, -0.1, -0.4], [0.4, 0.0, 1.0], [0.1, 0.0, -0.1], [0.1, -0.2, 0.0], [-0.2, 0.0, -0.4], [0.0, 0.0, 0.0], [0.0, 0.0, 0.0], [0.0, 0.0, 0.0], [0.0, 0.0, 0.0], [0.0, 0.0, 0.0], [0.0, 0.0, 0.0], [0.0, 0.0, 0.0], [0.0, 0.0, 0.0], [0.0, 0.0, 0.0], [0.0, 0.0, 0.0], [0.0, 0.0, 0.0], [0.0, 0.0, 0.0], [0.0, 0.0, 0.0], [0.0, 0.0, 0.0]], "orbital_gap_ev": 6.7, "charge": 1, "e_lumo_ha": -0.150, "e_homo_ev": -10.81, "e_tot_ev": -42929.337}

The following energy above the lowest of the compared OMol25 structures with the same formula, charge and spin values (in kcal per mole) correspond, in order, to the records above: 0.0; 9.2.